Record 1
{
  "formula": "C10H21ClIN3O4P",
  "method": "ωB97M-V/def2-TZVPD",
  "charge": 1,
  "gap_ha": 0.3247,
  "multiplicity": 1,
  "lumo_ev": -4.11,
  "elements": ["C", "C", "C", "Cl", "C", "C", "N", "C", "N", "P", "O", "I", "N", "C", "H", "H", "H", "H", "H", "H", "H", "H", "H", "H", "H", "H", "H", "H", "H", "C", "O", "C", "O", "O", "C", "H", "H", "H", "H", "H", "H"],
  "positions_angstrom": [[2.452343, -0.545580, 0.261720], [1.834209, -1.757710, -0.431822], [0.968296, -2.683184, 0.441674], [1.460388, -2.643835, 2.169081], [-0.532046, -2.371976, 0.415027], [-1.394274, -3.441432, 1.081001], [-2.704459, -2.818647, 1.323324], [-3.221314, -2.152707, 0.309597], [-4.375886, -1.433236, 0.517328], [-4.501417, 0.296632, 0.541278], [-3.804081, 0.673171, -0.869620], [-2.616819, 0.793363, 2.071618], [-2.623499, -2.123997, -0.906970], [-1.135429, -2.246229, -0.978956], [2.896046, 0.116243, -0.483255], [1.714251, 0.043663, 0.811459], [3.234949, -0.844416, 0.956735], [1.251519, -1.416650, -1.289938], [2.639809, -2.369103, -0.844320], [1.124747, -3.719965, 0.136237], [-0.688666, -1.436392, 0.965560], [-1.001995, -3.868598, 1.999040], [-1.560907, -4.252531, 0.365516], [-2.780957, -2.272012, 2.181419], [-5.231440, -1.936491, 0.716394], [-3.017230, 1.232740, -0.812011], [-3.098672, -2.746835, -1.553809], [-0.902893, -3.136693, -1.569405], [-0.764379, -1.375385, -1.515003], [-0.080421, 3.965278, -0.165766], [1.052324, 4.829512, -0.182743], [2.195769, 4.212673, -0.497541], [2.302466, 3.035673, -0.745460], [3.172920, 5.105040, -0.486242], [4.470935, 4.583894, -0.808097], [-0.928716, 4.589819, 0.098864], [-0.234252, 3.517820, -1.147439], [0.051445, 3.179723, 0.578248], [4.471933, 4.162335, -1.810960], [4.762667, 3.822350, -0.087982], [5.142738, 5.433677, -0.753783]],
  "forces_ev_per_a": [[-0.1078, 0.1486, -0.0824], [0.3523, -0.0863, 0.1159], [-0.2573, -0.0328, -0.2363], [0.0790, -0.1168, 0.0281], [0.1252, 0.1285, 0.0750], [-0.1783, -0.3175, -0.0885], [0.7854, 1.1344, -0.0016], [-0.3800, -0.0892, -0.1668], [-0.3125, -0.1915, -0.5584], [-0.1083, -0.0587, -0.2246], [0.0824, 0.1066, 0.1286], [0.0923, 0.0836, 0.0838], [0.6120, -0.8544, 0.6859], [-0.0748, -0.1631, -0.1120], [-0.0282, -0.0304, 0.0322], [0.0100, -0.0416, -0.0191], [-0.0645, 0.0041, 0.0151], [-0.0162, -0.1008, 0.0373], [-0.0119, 0.0643, -0.0005], [-0.0501, 0.0509, -0.0390], [0.0964, -0.0113, -0.0914], [-0.0302, 0.2201, 0.0676], [0.0652, -0.1122, 0.1856], [-0.3545, -0.6003, 0.3447], [0.1668, -0.0150, 0.4213], [-0.0990, -0.0464, -0.0856], [-0.3455, 0.8755, -0.5502], [0.1081, 0.0785, -0.0073], [-0.1357, 0.0283, 0.0292], [-0.1122, 0.0233, 0.0537], [0.0775, -0.0523, -0.0402], [-0.0176, -0.0504, 0.0095], [0.0085, 0.0393, 0.0148], [-0.0246, -0.0136, -0.0015], [0.0233, 0.0327, 0.0001], [0.0299, 0.0402, -0.0019], [0.0154, -0.0208, 0.0036], [0.0049, -0.0243, -0.0242], [-0.0104, -0.0163, 0.0059], [-0.0124, -0.0132, -0.0071], [-0.0028, 0.0005, 0.0008]]
}

Record 2
{
  "formula": "C10H21ClNO2P2RhS",
  "method": "ωB97M-V/def2-TZVPD",
  "charge": 2,
  "gap_ha": [0.3024, 0.1738],
  "multiplicity": 5,
  "lumo_ev": [-6.10, -11.04],
  "s_squared": 6.032,
  "elements": ["C", "C", "H", "H", "H", "O", "Cl", "Rh", "P", "C", "C", "H", "H", "H", "H", "H", "H", "C", "H", "H", "H", "P", "C", "C", "H", "H", "H", "C", "H", "H", "H", "H", "H", "H", "C", "O", "S", "C", "N"],
  "positions_angstrom": [[0.344907, -0.155398, -5.608306], [0.192496, 0.239531, -4.176893], [1.401985, -0.190776, -5.862004], [-0.154088, 0.567379, -6.254824], [-0.099308, -1.135552, -5.778770], [1.073934, 0.545183, -3.403823], [-1.520989, 0.214516, -3.648565], [-0.059959, 0.010730, 0.992676], [-0.199380, 2.233326, 0.593933], [1.081563, 3.257693, 1.382749], [-0.189764, 2.660873, -1.161750], [-0.360608, 3.739796, -1.291419], [-1.896143, 3.895416, 1.069953], [-0.976983, 2.083965, -1.662918], [-2.590788, 2.256175, 0.785708], [2.066834, 2.994666, 0.973056], [0.769036, 2.367359, -1.606615], [-1.783767, 2.821105, 1.269277], [0.875578, 4.323710, 1.202401], [-1.800553, 2.627130, 2.349409], [1.073404, 3.058226, 2.463545], [-0.005831, -2.251708, 0.915155], [1.352948, -3.027213, 1.843005], [-1.536185, -2.877606, 1.673550], [-0.759498, -2.477681, -1.353295], [-0.046961, -4.013303, -0.726380], [1.018420, -2.650126, -1.223946], [0.057042, -2.919310, -0.766826], [-2.387346, -2.461827, 1.119637], [-1.539440, -3.973889, 1.618955], [1.239353, -4.121322, 1.806858], [1.311125, -2.683010, 2.886554], [-1.580190, -2.540806, 2.717332], [2.314500, -2.735056, 1.397475], [1.707186, 0.148335, 1.471934], [2.850909, 0.253415, 1.640117], [-0.058634, -0.033933, 5.531344], [-0.405054, -0.026452, 3.983874], [-0.779734, -0.023562, 2.837853]],
  "forces_ev_per_a": [[0.2658, -0.0134, -0.0370], [1.6770, 0.4124, 0.8933], [0.0049, 0.0491, 0.0725], [-0.1117, -0.0322, 0.0792], [-0.1251, 0.0581, 0.0254], [-1.8086, -0.5535, -1.1189], [0.0821, 0.0041, 0.1643], [-2.7390, -0.0882, 0.0090], [-0.2975, 2.6225, -1.8971], [0.1177, -0.4883, 0.1783], [-0.0143, -0.0231, -0.0033], [0.0667, -0.2708, 0.0144], [0.0889, -0.2272, 0.0168], [0.1534, 0.2166, 0.0612], [0.0870, 0.2502, 0.1557], [-0.2424, 0.1717, 0.1293], [-0.1919, 0.1124, 0.0580], [-0.0473, -0.4878, 0.1703], [-0.0227, -0.3556, -0.0031], [-0.1189, 0.1627, -0.2600], [0.1004, 0.1772, -0.2368], [-0.0230, -2.5575, -1.4563], [0.0190, 0.4142, 0.0008], [-0.0412, 0.3854, 0.0173], [0.2105, -0.1772, 0.1003], [0.0440, 0.2539, -0.1264], [-0.2447, -0.1067, 0.0552], [0.0216, -0.0802, 0.0734], [0.0991, -0.2213, 0.1944], [-0.0076, 0.2103, 0.0132], [0.0096, 0.3309, 0.0000], [0.1119, -0.1925, -0.2439], [-0.0882, -0.2416, -0.2815], [-0.2258, -0.1729, 0.1798], [6.6493, 0.5705, 1.5826], [-3.3400, -0.3255, -0.5856], [0.2167, -0.0036, 0.4153], [-1.7667, -0.0843, -1.9959], [1.4314, 0.3014, 3.5856]]
}

Record 3
{
  "formula": "C10H21FN2O6P",
  "method": "ωB97M-V/def2-TZVPD",
  "charge": -1,
  "gap_ha": 0.1397,
  "multiplicity": 1,
  "lumo_ev": 1.80,
  "elements": ["N", "P", "O", "O", "O", "C", "O", "O", "F", "H", "H", "H", "C", "C", "C", "C", "C", "C", "N", "O", "C", "C", "C", "H", "H", "H", "H", "H", "H", "H", "H", "H", "H", "H", "H", "H", "H", "H", "H", "H", "H"],
  "positions_angstrom": [[0.335920, -5.009063, 2.352565], [0.010099, -4.091398, 1.168134], [0.688074, -2.678007, 1.153636], [-1.546333, -3.875893, 0.935703], [0.488604, -4.792269, -0.237783], [0.709577, -4.103996, -1.375879], [1.505491, -3.262605, -1.589942], [-0.119455, -4.675287, -2.358161], [-0.761456, -3.544407, -2.955025], [0.954348, -4.548415, 3.008876], [0.228498, -1.946099, 1.620239], [-1.854379, -4.060488, 0.038037], [-2.340456, 1.374088, 0.537416], [-1.037191, 0.814077, -0.070114], [-0.876644, 1.378374, -1.485816], [-0.462052, 2.853645, -1.528014], [0.372404, 3.262825, -0.297844], [1.066738, 2.097418, 0.419964], [0.060349, 1.152727, 0.838191], [0.604992, 0.035235, 1.518675], [1.718122, 2.658705, 1.682894], [2.184842, 1.508458, -0.463230], [-1.150858, -0.685787, -0.164638], [-2.475851, 0.961559, 1.538203], [-3.222132, 1.116496, -0.067257], [-2.292744, 2.460794, 0.623497], [-0.119799, 0.789934, -2.010062], [-1.805054, 1.224720, -2.046848], [0.116529, 3.026035, -2.440009], [-1.340928, 3.499375, -1.608270], [1.117865, 4.006487, -0.596323], [-0.271813, 3.761503, 0.432402], [0.948803, 3.022981, 2.365169], [2.390022, 3.489555, 1.433282], [2.291047, 1.885673, 2.191521], [2.927060, 2.275929, -0.712187], [1.802999, 1.100756, -1.400089], [2.686641, 0.704770, 0.074574], [-2.012658, -0.997418, -0.771396], [-1.274074, -1.077048, 0.838532], [-0.245147, -1.113939, -0.592621]],
  "forces_ev_per_a": [[-0.3265, -0.1023, -0.1426], [0.7618, 0.7332, 1.8044], [-0.1215, -1.1543, -0.3475], [-0.2075, -0.4464, -0.5581], [0.1029, 0.3336, -0.7269], [0.5190, -0.0383, 0.2856], [-0.3683, -0.1234, -0.0052], [-0.7298, 0.4867, -0.0267], [0.4446, -0.4390, -0.0723], [0.0659, -0.1808, -0.0493], [0.3958, 1.1356, -0.3583], [-0.0263, 0.1962, 0.1432], [-0.1618, -0.0897, -0.0717], [-0.2928, 0.2849, -0.1517], [0.2450, 0.0828, -0.2055], [0.1031, -0.0302, 0.0643], [-0.2153, 0.0642, -0.1232], [0.2067, 0.0967, -0.2468], [-0.3536, -0.2097, 0.7607], [0.2296, 0.0247, 0.0277], [0.2415, 0.1471, 0.0746], [0.1317, -0.0203, -0.0835], [-0.3807, -0.5383, -0.2781], [0.0583, 0.0269, 0.0304], [0.0722, -0.0183, 0.0082], [0.0434, 0.0160, 0.0122], [-0.0076, -0.0671, 0.0707], [-0.0306, 0.0255, 0.0581], [-0.0080, 0.0052, -0.0120], [-0.0071, -0.0022, 0.0624], [0.0794, -0.0579, 0.0493], [-0.0417, -0.0888, 0.0398], [-0.0395, -0.0296, -0.0044], [-0.0041, -0.0266, -0.0220], [-0.0792, -0.0740, 0.0040], [-0.0232, 0.0078, 0.0294], [-0.0008, -0.0030, 0.0103], [-0.1057, -0.0642, 0.0319], [-0.0142, 0.2048, -0.0600], [-0.1716, -0.0795, -0.0711], [0.0166, 0.0122, 0.0496]]
}